A.
Formula: C48H57AlAsBrN2O5S
Source: OMol25
Level of theory: ωB97M-V/def2-TZVPD

Last column: Mulliken charge in e.
Positions of all 116 atoms, in Å:
1 Al 0.53358 0.02875 -0.31417  -0.755
2 C -5.06878 2.17377 4.14926  -2.143
3 C -5.44589 0.94681 3.39739  2.132
4 C -6.49878 1.45940 2.38363  -1.643
5 C -6.14078 0.00570 4.41818  -1.682
6 C -4.24096 0.26660 2.74396  -1.383
7 C -2.94995 0.45966 3.14848  0.333
8 C -1.87504 0.02948 2.36344  0.084
9 Br -0.10756 0.18302 2.95802  -0.104
10 C -2.09021 -0.56221 1.10654  0.214
11 O -1.16893 -0.75124 0.19476  -0.559
12 C -3.40736 -1.03553 0.86714  -1.197
13 C -4.43399 -0.60708 1.70096  -0.126
14 C -3.75796 -2.14887 -0.17057  2.964
15 C -3.02922 -3.42164 0.29368  -1.700
16 C -3.25547 -1.75297 -1.61252  -1.362
17 C -5.26507 -2.42808 -0.26561  -2.674
18 H -5.85244 2.93213 4.26078  0.368
19 H -4.30941 2.62101 3.53320  0.545
20 H -4.70243 2.09915 5.16906  0.349
21 H -7.33379 1.89769 2.97176  0.488
22 H -6.94909 0.62248 1.83359  0.356
23 H -6.13348 2.20777 1.65970  0.296
24 H -7.03297 0.53213 4.80792  0.447
25 H -5.52098 -0.20322 5.25476  0.397
26 H -6.53817 -0.90459 3.95581  0.325
27 H -2.72505 0.97662 4.09487  0.398
28 H -5.45409 -0.93806 1.44896  0.395
29 H -1.95070 -3.25180 0.49131  0.200
30 H -3.10041 -4.09493 -0.56851  0.412
31 H -3.47380 -3.74792 1.22282  0.381
32 H -2.17434 -1.72449 -1.75045  0.110
33 H -3.56315 -0.73140 -1.84369  0.247
34 H -3.73889 -2.40965 -2.33599  0.580
35 H -5.78379 -2.86731 0.55454  0.402
36 H -5.37364 -3.20413 -1.02155  0.504
37 H -5.79576 -1.55490 -0.55430  0.563
38 O 2.16025 0.62443 0.32930  1.694
39 As 3.52965 1.52846 0.13376  0.742
40 C 4.83320 0.75133 1.19613  0.532
41 C 5.44690 1.50454 2.19260  -0.880
42 C 6.29630 0.85300 3.09079  -0.877
43 C 6.61468 -0.49278 2.86498  -0.543
44 C 6.03844 -1.21220 1.77150  -1.062
45 C 5.14477 -0.57351 0.97206  -0.507
46 C 4.01663 1.67178 -1.69951  0.047
47 C 3.20244 2.31445 -2.63158  0.539
48 C 3.67259 2.49356 -3.92642  -0.722
49 C 4.88973 1.99067 -4.28877  -0.413
50 C 5.67290 1.24591 -3.46024  -0.950
51 C 5.27542 1.09636 -2.14257  -0.570
52 C 3.23178 3.36317 0.77613  0.147
53 C 3.66440 4.47321 0.07044  -0.510
54 C 3.49486 5.76786 0.62641  -0.586
55 C 3.02498 5.88037 1.93154  -0.449
56 C 2.75333 4.73799 2.69346  -0.864
57 C 2.79625 3.49365 2.09676  -0.489
58 H 5.15652 2.49604 2.39849  0.535
59 H 6.71321 1.34355 3.99760  0.362
60 H 7.16775 -1.05008 3.58812  0.404
61 H 6.30302 -2.25469 1.69101  0.477
62 H 4.69908 -1.12109 0.17890  0.983
63 H 2.23686 2.70965 -2.30878  0.357
64 H 3.05111 3.02665 -4.64937  0.392
65 H 5.21488 2.03135 -5.34110  0.305
66 H 6.54859 0.84644 -3.85991  0.531
67 H 5.84693 0.67892 -1.31701  0.379
68 H 4.12776 4.31355 -0.94460  0.247
69 H 3.59349 6.63380 -0.02617  0.385
70 H 2.89317 6.90026 2.32669  0.366
71 H 2.40433 4.77199 3.71035  0.447
72 H 2.49391 2.60073 2.63115  0.648
73 C -3.29629 2.75508 -1.63738  -0.925
74 N -2.00026 2.62985 -2.32001  0.290
75 C -1.86917 3.60577 -3.41869  -0.976
76 C -1.76074 1.24861 -2.76989  0.441
77 C -0.41007 0.85012 -3.24306  1.717
78 C -0.23417 0.69390 -4.65257  -0.454
79 C 0.81162 -0.04034 -5.15665  -0.844
80 C 1.71668 -0.57226 -4.30941  -0.739
81 C 1.60193 -0.45351 -2.94533  0.033
82 C 0.47028 0.19882 -2.35422  -0.070
83 H -3.50322 3.82169 -1.52726  0.383
84 H -3.29527 2.34416 -0.64502  0.122
85 H -4.12320 2.31354 -2.18580  0.328
86 H -2.00603 4.54805 -2.99356  0.434
87 H -2.61769 3.42116 -4.27863  0.220
88 H -0.82587 3.54390 -3.78074  0.228
89 H -2.57943 0.95003 -3.44019  0.806
90 H -1.98048 0.63703 -1.87869  -1.324
91 H -0.93037 1.09655 -5.40227  0.346
92 H 0.96991 -0.06761 -6.21537  0.375
93 H 2.53490 -1.19045 -4.71939  0.386
94 H 2.27656 -1.03596 -2.29483  0.074
95 N -0.42502 1.86998 0.21060  -0.140
96 H -0.63360 2.52273 -0.55553  0.392
97 H 0.28620 2.26923 0.90817  0.253
98 H -1.32040 1.71304 0.73093  0.059
99 C 0.40394 -8.05806 0.51173  -1.467
100 C 0.91225 -6.66822 0.40278  1.278
101 C 0.68593 -5.80484 1.45934  -0.800
102 C 1.25619 -4.55712 1.41966  -0.395
103 C 1.86449 -4.16140 0.26615  -0.503
104 C 1.98317 -4.96310 -0.93099  -0.871
105 C 1.54773 -6.25534 -0.80374  -0.828
106 S 2.45598 -2.50465 0.20691  2.012
107 O 3.60028 -2.51994 -0.72785  -0.966
108 O 2.71047 -2.00418 1.52691  -0.774
109 O 1.28753 -1.77275 -0.40519  0.049
110 H 0.78287 -8.67432 1.34521  0.301
111 H 0.52770 -8.66343 -0.38650  0.343
112 H -0.71774 -8.01491 0.66693  0.289
113 H 0.01972 -6.07300 2.29757  0.333
114 H 1.18667 -3.91592 2.24418  0.600
115 H 2.53326 -4.63661 -1.83415  0.401
116 H 1.60139 -6.96678 -1.60346  0.326

Output
HOMO-LUMO gap: 7.5 eV

B.
Formula: C48H57AlAsBrN2O5S
Source: OMol25
Level of theory: ωB97M-V/def2-TZVPD

Last column: Mulliken charge in e.
Positions of all 116 atoms, in Å:
1 Al 10.68291 14.16630 10.22253  0.250
2 C 11.89963 21.66768 12.12067  -1.613
3 C 10.63416 21.36896 11.39090  2.033
4 C 10.62327 22.17424 10.11291  -2.350
5 C 9.43204 21.95250 12.24660  -1.474
6 C 10.55474 19.86985 10.97559  -0.163
7 C 10.48897 18.90733 11.98454  -0.799
8 C 10.50392 17.55168 11.75848  -0.191
9 Br 10.80475 16.41032 13.26658  -0.012
10 C 10.42128 17.10155 10.41885  1.040
11 O 10.17630 15.82318 10.15788  -0.306
12 C 10.40733 18.02575 9.35819  -1.029
13 C 10.43493 19.39736 9.68385  -0.336
14 C 10.45232 17.56330 7.88361  2.409
15 C 9.32704 16.71493 7.40808  -1.323
16 C 11.79000 16.80770 7.72366  -1.064
17 C 10.41780 18.77834 6.96194  -2.696
18 H 12.00301 22.69204 12.18481  0.651
19 H 12.71024 21.16868 11.59799  0.042
20 H 11.91341 21.21180 13.13320  0.309
21 H 10.63047 23.21634 10.37743  0.488
22 H 9.75702 21.96409 9.49104  0.469
23 H 11.41431 22.00444 9.45307  0.464
24 H 9.65905 23.01498 12.54393  0.418
25 H 9.32274 21.28973 13.13103  0.284
26 H 8.56148 21.79098 11.57634  0.392
27 H 10.38844 19.24330 13.01902  0.299
28 H 10.37927 20.13727 8.92345  0.595
29 H 9.30844 15.84407 8.06201  0.018
30 H 9.49291 16.40445 6.30471  0.349
31 H 8.40903 17.26775 7.50412  0.551
32 H 11.92456 15.92475 8.36411  0.049
33 H 12.55122 17.61934 7.94645  -0.019
34 H 11.81839 16.43890 6.67396  0.730
35 H 9.51204 19.27491 7.02120  0.700
36 H 10.56031 18.26875 5.87188  0.391
37 H 11.33326 19.43826 7.00701  0.328
38 O 12.42289 14.18137 10.46718  1.828
39 As 13.99950 14.66030 10.86098  2.302
40 C 14.25883 16.53475 10.96021  0.141
41 C 14.50369 17.27874 9.71666  0.116
42 C 14.87047 18.64156 9.86901  -1.423
43 C 14.77089 19.19552 11.18279  -0.633
44 C 14.50478 18.43839 12.28563  -0.713
45 C 14.27906 17.08665 12.17525  -0.376
46 C 14.33479 13.98643 12.62668  -0.008
47 C 13.18012 13.71861 13.36801  0.324
48 C 13.34303 13.38020 14.69000  -1.014
49 C 14.54490 13.32140 15.36178  -0.615
50 C 15.72531 13.57716 14.62906  -0.859
51 C 15.59234 13.94075 13.30397  -0.999
52 C 15.09714 13.90859 9.51699  0.213
53 C 16.24194 14.48941 9.04976  -0.484
54 C 17.03601 13.97150 7.99216  -1.234
55 C 16.63052 12.69948 7.54546  -0.675
56 C 15.51722 12.02654 8.14689  -0.786
57 C 14.73978 12.67682 9.06835  0.451
58 H 14.47972 16.79342 8.73570  0.673
59 H 15.09858 19.18581 9.01980  0.581
60 H 15.02073 20.26646 11.25808  0.405
61 H 14.38838 18.87578 13.28917  0.380
62 H 14.01975 16.51200 13.03072  0.532
63 H 12.22676 13.65554 12.91959  0.323
64 H 12.34105 13.26843 15.29545  0.192
65 H 14.54601 12.86743 16.35053  0.376
66 H 16.70958 13.48445 15.03068  0.437
67 H 16.44837 14.16851 12.73565  0.530
68 H 16.56456 15.41829 9.41636  0.578
69 H 17.73316 14.61213 7.45337  0.407
70 H 17.13426 12.15260 6.74987  0.395
71 H 15.32764 11.00075 7.89010  0.542
72 H 13.74451 12.32605 9.41031  -0.423
73 C 12.24405 8.80603 11.18213  -0.941
74 N 12.33320 10.24150 11.24792  0.537
75 C 13.52558 10.78072 11.76734  -1.196
76 C 11.22698 11.13795 11.03752  0.223
77 C 10.48446 11.94196 12.09955  0.591
78 C 10.15809 11.39338 13.32872  0.119
79 C 9.26261 12.04018 14.19096  -1.056
80 C 8.64099 13.17974 13.69357  -0.105
81 C 8.88465 13.71994 12.49108  -0.689
82 C 9.95407 13.20749 11.70391  0.345
83 H 13.17214 8.44849 10.81027  0.335
84 H 11.46025 8.42053 10.50817  0.266
85 H 12.08811 8.38824 12.18464  0.240
86 H 13.69283 11.81664 11.31411  0.052
87 H 14.35072 10.16985 11.44341  0.559
88 H 13.48238 10.95243 12.83220  0.217
89 H 10.46214 10.51100 10.52853  0.584
90 H 11.66969 11.89687 10.32529  -1.657
91 H 10.52597 10.35632 13.51588  0.276
92 H 9.02854 11.67210 15.21366  0.361
93 H 7.83447 13.72017 14.32314  0.238
94 H 8.34877 14.62557 12.19413  0.403
95 N 14.63961 16.12134 6.52267  -0.519
96 H 15.28526 16.20261 5.66613  0.220
97 H 14.07194 16.93329 6.65298  0.246
98 H 14.05849 15.31243 6.49637  0.152
99 C 11.19175 7.14702 7.43290  -1.501
100 C 11.14885 8.66284 7.41447  0.817
101 C 12.31770 9.45902 7.60066  -0.459
102 C 12.18954 10.84358 7.56660  0.574
103 C 11.01202 11.43454 7.39041  -0.552
104 C 9.86921 10.69427 7.11013  -0.904
105 C 9.92240 9.30312 7.10976  -1.116
106 S 10.96021 13.23622 7.27707  1.842
107 O 10.13190 13.47263 6.10764  -0.748
108 O 12.29125 13.74225 7.29572  -0.662
109 O 10.23237 13.53890 8.56511  -0.846
110 H 11.83905 6.71370 8.20159  0.316
111 H 11.70661 6.76806 6.50894  0.346
112 H 10.24377 6.58172 7.43488  0.381
113 H 13.33398 8.98703 7.72794  0.280
114 H 13.13451 11.41770 7.59324  0.080
115 H 8.98221 11.21663 6.77916  0.539
116 H 9.03394 8.75377 6.86908  0.449

Output
HOMO-LUMO gap: 7.8 eV

Least stable = B

A.
Formula: C2H4N6O
Source: OMol25
Level of theory: ωB97M-V/def2-TZVPD

Last column: Mulliken charge in e.
Positions of all 13 atoms, in Å:
1 C 1.42779 0.41768 -0.09528  0.484
2 C -0.16150 0.56330 -0.08874  0.420
3 H -2.42289 0.05182 0.77776  0.328
4 H -1.94872 -1.89061 -0.04695  0.357
5 H 2.10582 2.24605 0.12223  0.293
6 H -1.78065 1.33527 -0.28103  0.411
7 N -1.90848 -0.49863 -0.24909  -0.833
8 N -0.53039 -0.65293 -0.46200  0.097
9 N 1.37124 -1.91349 -0.13994  -0.082
10 N 2.02757 -0.92959 -0.37712  -0.052
11 N 2.37418 1.19723 0.11653  -0.534
12 N -0.74140 1.65201 0.07745  -0.654
13 O 0.18743 -1.57813 0.64620  -0.235

Output
HOMO-LUMO gap: 9.7 eV

B.
Formula: C2H4N6O
Source: OMol25
Level of theory: ωB97M-V/def2-TZVPD

Last column: Mulliken charge in e.
Positions of all 13 atoms, in Å:
1 N -0.89407 2.02986 -0.17944  -0.387
2 C -1.19504 0.76320 0.09009  0.468
3 N -2.39682 0.12104 0.19051  -0.369
4 N -2.19480 -1.19798 0.08764  -0.234
5 N -0.96582 -1.55071 -0.19096  -0.165
6 N -0.16726 -0.31291 -0.01590  0.355
7 N 1.23254 -0.33759 -0.29675  -0.433
8 C 2.41145 -0.07377 0.51843  0.170
9 O 3.47444 0.03168 -0.14167  -0.546
10 H 0.07052 2.33578 -0.11829  0.248
11 H -1.70955 2.74064 0.01620  0.297
12 H 1.81281 -0.55506 -1.23539  0.269
13 H 2.43589 -0.17337 1.65391  0.327

Output
HOMO-LUMO gap: 9.8 eV

Least stable = A

A.
Formula: C6H12NO
Source: OMol25
Level of theory: ωB97M-V/def2-TZVPD

Last column: Mulliken spin population.
Positions of all 20 atoms, in Å:
1 C 1.96019 0.27456 0.15345  -0.058
2 O 3.12916 -0.02652 -0.50860  -0.010
3 C 0.89553 -0.77038 0.34014  0.655
4 C -0.07248 -0.81794 1.44185  0.102
5 C -0.95663 -0.33588 0.27413  -0.025
6 C -1.77251 -1.21948 -0.45339  0.087
7 C -2.10035 1.51391 -0.59737  -0.008
8 N -1.08934 1.01108 0.33844  0.196
9 H 1.45554 1.04081 -0.50089  0.037
10 H 0.56552 0.28398 -2.95246  -0.004
11 H 0.98471 -1.53510 -0.40793  0.028
12 H 1.95954 0.80883 1.20414  0.030
13 H 0.09507 -0.01736 2.15562  -0.079
14 H -0.27349 -1.74193 2.03514  0.042
15 H -2.23765 -0.93449 -1.35133  -0.001
16 H -1.70487 -2.31591 -0.30899  -0.013
17 H -2.51243 2.44320 -0.17090  0.001
18 H -2.95357 0.82114 -0.82450  0.002
19 H -1.61064 1.78361 -1.56329  0.013
20 H 1.10182 0.62908 -2.56778  0.005

Output
Spin multiplicity: 2
HOMO-LUMO gap (alpha / beta): 4.8 / 5.3 eV
Total charge: -2
⟨S²⟩: 0.760

B.
Formula: C6H12NO
Source: OMol25
Level of theory: ωB97M-V/def2-TZVPD

Last column: Mulliken spin population.
Positions of all 20 atoms, in Å:
1 C -0.49594 0.99728 0.99503  -0.053
2 C -0.24673 0.38848 -0.38440  0.094
3 C 1.20967 0.00020 -0.69518  0.073
4 C 1.78686 -0.72902 0.38718  0.776
5 C 3.22228 -0.91724 0.09718  0.044
6 N -1.22046 -0.62815 -0.78682  -0.010
7 C -2.71690 -0.17759 -0.60915  0.004
8 O -3.38734 0.09943 0.53765  0.001
9 H -1.45419 1.53091 1.00092  0.001
10 H -0.48147 0.25219 1.83368  0.002
11 H 0.33570 1.69766 1.19779  0.036
12 H -0.51670 1.11172 -1.09649  -0.009
13 H 1.19256 -0.49212 -1.67928  0.013
14 H 1.77445 0.94087 -0.74022  -0.021
15 H 0.99876 -1.03274 1.13828  -0.050
16 H 2.82628 0.03552 0.95017  0.198
17 H 3.88323 -1.38304 0.68915  -0.030
18 H -0.82732 -1.52890 -0.32032  -0.065
19 H -3.25898 -0.91542 -1.27098  0.000
20 H -2.62373 0.74999 -1.24417  -0.004

Output
Spin multiplicity: 2
HOMO-LUMO gap (alpha / beta): 4.1 / 6.3 eV
Total charge: -2
⟨S²⟩: 0.754

Least stable = B